(1)
The following is a quantum chemistry calculation of the molecule C10H13NO2S2 at a distorted geometry, from the Open Molecules 2025 dataset.

Geometry as XYZ:
```
28
Properties=species:S:1:pos:R:3:forces:R:3
C -0.35182 -2.77457 -1.07896 -1.6587 -1.4400 -0.3375
C 0.53304 -1.28875 -2.75839 -1.3090 -0.8924 5.6792
C -0.07042 -1.88533 -0.11675 1.2195 1.9497 -0.0298
C 0.98467 -0.45181 -1.72815 0.9338 1.4700 -0.9196
C -0.21388 -2.42879 -2.42318 0.9940 -0.2819 -0.7262
C 0.59266 -0.70835 -0.42666 0.8094 0.1419 -0.4386
C -1.10166 1.91379 0.80626 0.0488 1.6613 2.2410
C -1.00618 2.62922 1.98661 -1.0848 -7.3864 -0.4790
C -0.65681 -3.35394 -3.50834 3.2350 0.0551 -0.5801
C 0.26293 2.69459 4.25053 -3.2249 0.5079 0.9622
N 1.03838 0.03198 0.67614 -0.0602 1.4459 0.3036
O 1.30176 2.21530 -0.62783 -0.0027 1.2399 -1.2623
O 1.61796 2.11851 1.79451 1.0907 1.1130 1.3090
S -0.98072 1.59725 3.42899 0.8250 1.6933 -0.8359
S 1.11397 1.56355 0.60859 -0.1539 -3.1759 -0.0403
H -0.79277 -3.71452 -0.71048 0.0674 0.2769 -0.8167
H 0.76389 -1.08367 -3.68645 1.0453 0.9475 -4.7593
H -0.17490 -1.94091 0.91682 -0.6019 -1.0740 1.6341
H 1.67426 0.45822 -1.89885 -1.3791 -1.7894 -0.0708
H -1.31769 2.40123 -0.05473 -0.3702 1.8399 -2.6038
H -1.32196 0.89766 0.70314 -0.3219 -1.5044 0.7035
H -0.89471 3.60494 2.12794 0.5888 4.0556 0.1665
H -1.44546 -3.93022 -3.32216 -3.7896 -1.8639 1.4129
H -0.82756 -2.95939 -4.46381 -0.3244 1.4448 -1.1881
H 0.03277 -4.16380 -3.78798 0.7793 0.3117 0.5398
H -0.36786 3.62794 4.48117 1.6606 -1.0694 -0.3205
H 1.13349 2.75355 3.66145 0.6729 0.5016 -0.6510
H 0.47463 2.17627 5.15057 0.3107 -0.1781 1.1078
```
Forces are in eV/Å.

## Properties
net charge	0
HOMO-LUMO gap	7.1	eV

---

(2)
The following is a quantum chemistry calculation of a cluster of 9 separate species, C26H78N6O9P2S7 in total at a distorted geometry, from the Open Molecules 2025 dataset.

Geometry as XYZ:
```
128
Properties=species:S:1:pos:R:3:forces:R:3
O -1.80698 -2.11696 -1.84239 2.1780 -0.0690 1.4047
P -0.54096 -1.99003 -1.01263 0.3868 0.1687 -0.6006
N -0.72267 -1.06344 0.37870 -0.1833 1.6152 0.6538
C -2.04332 -1.00114 1.06201 1.6856 -1.1402 0.1972
C 0.18964 0.06656 0.80877 0.5518 -1.1164 -2.9081
N 0.76531 -1.32583 -1.94007 0.4902 0.6288 0.5135
C 0.62868 -0.93341 -3.32108 -2.1430 0.4772 -0.1874
C 2.14518 -1.48531 -1.48265 -0.7614 -2.0479 0.8966
N 0.11150 -3.43575 -0.38786 -1.5814 -0.1218 -1.5502
C 0.94298 -3.58217 0.76637 0.6256 0.2668 -0.2002
C -0.23828 -4.72790 -1.02448 0.2809 1.0754 -0.0628
H -2.13745 -1.97748 1.53738 -0.9486 -0.3270 -0.3798
H -2.85723 -0.71756 0.39474 -0.0752 0.0207 0.3630
H -1.85692 -0.39018 1.94524 -0.5675 0.5636 -0.3474
H 1.16828 -0.40879 0.87515 0.0162 0.4980 1.1936
H -0.12997 0.74483 1.59991 -0.0997 -0.8716 0.3220
H 0.33322 0.69231 -0.07209 -0.1088 0.4596 -0.1046
H 0.71431 -1.69573 -4.09544 0.0620 -0.5600 0.2641
H -0.39809 -0.56796 -3.30365 -0.2207 -0.0246 -0.9378
H 1.20964 -0.09811 -3.71208 0.5293 0.1884 0.8526
H 2.37089 -2.54458 -1.60558 0.5705 -0.2988 -0.2232
H 2.95863 -0.94437 -1.96617 -0.6526 0.5818 -0.1076
H 2.15422 -1.39277 -0.39662 0.4612 0.5777 -0.1256
H 0.46598 -3.18132 1.66072 0.1886 -0.1408 0.2171
H 1.21322 -4.63637 0.82758 -0.3535 -0.0667 0.5135
H 1.91234 -3.11784 0.58516 0.1281 0.3566 0.4418
H -0.56826 -5.38639 -0.22099 -0.4586 -0.1990 -0.3340
H 0.61570 -5.19551 -1.51454 0.2605 0.0172 0.0222
H -0.96914 -4.51860 -1.80560 -0.2940 -0.3660 0.2787
O 1.04067 4.66857 1.97202 -1.0876 -0.3427 1.1314
P 0.26102 4.19947 3.15635 -1.1162 2.6065 0.6617
N -0.10427 5.45684 4.31859 2.8493 0.2544 -0.0229
C -0.51666 5.16555 5.67607 -0.5892 0.0726 -0.5750
C -0.25636 6.86739 3.94592 -0.4748 -0.7275 0.0033
N 0.99591 3.06364 4.05385 2.0457 -0.8770 -1.2103
C 0.35887 2.01377 4.78306 -0.8700 0.3499 0.9031
C 2.47553 3.16132 4.12044 -0.1202 0.9204 0.5060
N -1.29741 3.68444 2.82190 -1.0324 -1.3494 0.6446
C -1.83196 3.93754 1.48515 0.7454 1.1220 0.0744
C -2.32764 3.22414 3.78066 -0.5401 0.1202 -0.4174
H -0.01595 4.29459 6.09895 -0.2765 -0.0194 -0.1161
H -1.59781 5.07221 5.57355 -0.3540 -0.5238 1.0399
H -0.36292 5.98723 6.37557 0.3806 0.2088 -0.2436
H -1.29106 6.91568 3.60654 0.1178 0.8591 -1.2022
H 0.58591 7.20140 3.34004 -0.6550 -0.1742 -0.8270
H -0.26268 7.61127 4.74261 0.2869 -0.6432 0.8632
H -0.24493 1.30358 4.21810 0.3654 -0.0588 -0.3646
H 1.10121 1.48019 5.37664 -0.1704 -0.0248 -0.0726
H -0.33428 2.55263 5.42903 -0.0904 -0.8525 0.6596
H 2.73067 3.75341 4.99932 0.1739 0.0688 0.2488
H 3.03453 2.23117 4.22272 -0.6154 -0.3843 -0.2285
H 2.89063 3.71572 3.27876 -0.2980 -0.1779 -0.1560
H -2.90999 4.01494 1.34386 -0.2231 -1.1338 0.7417
H -1.63793 4.99969 1.33578 0.7788 -0.0543 -1.0469
H -1.34704 3.24796 0.79419 -0.3116 0.4696 -0.4996
H -3.22471 3.83994 3.71626 0.0551 0.5675 -0.0967
H -2.12405 3.18083 4.85060 0.6674 0.0758 -0.3882
H -2.72936 2.25342 3.49012 0.3556 -0.4290 -0.0746
C 0.57827 -2.25788 6.26725 0.1004 0.3700 0.4476
S 0.85509 -2.41037 4.50402 0.2096 1.7206 -1.2467
O 0.88151 -0.97692 3.91225 -0.1266 -2.2026 1.1247
C 2.58089 -2.91314 4.50677 -0.0408 -0.6671 0.4458
H -0.40966 -1.80883 6.36953 0.0611 0.0635 -0.0122
H 1.32980 -1.60779 6.71524 -0.0264 0.1866 -0.1351
H 0.58529 -3.19275 6.82766 0.0139 -0.2558 -0.4363
H 3.17173 -2.18642 5.06434 0.0521 0.2106 -0.4459
H 2.87651 -3.10898 3.47606 0.0737 0.5901 -0.0069
H 2.72012 -3.87371 5.00279 -0.3376 -0.1026 0.2153
C 5.66755 -0.37151 3.42375 -0.7352 -0.1842 -0.6500
S 5.35210 0.94388 2.16966 1.8099 -1.2600 -0.5689
O 6.63172 0.86124 1.33690 -1.8699 0.2572 0.5599
C 3.93315 0.09684 1.29922 0.8113 1.0709 0.4869
H 6.61494 -0.10329 3.89128 -0.5009 0.1284 0.4918
H 5.78046 -1.37438 3.01192 0.3796 0.2096 -0.8771
H 4.75567 -0.53263 3.99876 0.2524 0.7305 0.8385
H 4.13492 0.24468 0.23831 0.2104 -0.6240 0.0392
H 3.04868 0.70267 1.49622 -0.0896 -0.2538 0.3729
H 3.88649 -0.91231 1.70854 -0.2699 0.0015 -0.6341
C -3.11635 -4.02493 3.39873 -0.0519 0.2315 -1.5218
S -4.69198 -3.15970 3.11765 -0.3229 -2.7882 3.2196
O -5.54763 -4.32578 3.66300 -0.0532 1.7726 -1.3499
C -4.46656 -2.07256 4.57971 0.7057 0.0625 -0.7879
H -3.21571 -4.61236 4.31151 0.1040 0.6450 0.2362
H -2.27444 -3.34944 3.24712 0.2598 -0.2539 0.4575
H -3.12280 -4.76944 2.60264 0.2192 0.0274 -0.1665
H -4.15588 -2.63902 5.45761 -0.8255 -0.4257 -0.0346
H -5.34969 -1.44383 4.69318 0.2690 -0.0431 0.2107
H -3.54464 -1.52984 4.37089 -0.2430 0.7589 -0.2924
C 3.03931 -0.99577 -6.21369 0.3061 -1.0944 -0.1355
S 4.74805 -1.77343 -6.48904 -1.6002 1.7888 -2.7093
O 4.69905 -2.09049 -7.99538 0.3169 -0.4182 2.1317
C 5.42366 -0.07395 -6.56083 0.0490 -0.4126 -0.4138
H 2.83589 -0.14442 -6.86325 0.7277 0.1739 -0.0393
H 2.89925 -0.72672 -5.16675 -0.0282 -0.1844 0.0047
H 2.34032 -1.75463 -6.56532 -0.0226 -0.2762 0.4746
H 5.01141 0.16860 -7.54028 -0.1384 0.4572 0.1442
H 6.50565 -0.02267 -6.68243 -0.0210 -0.1686 0.5597
H 4.97845 0.53013 -5.77028 0.4415 0.1076 -0.0646
C -4.53416 -2.81098 -2.92837 -1.0094 -2.4062 2.6457
S -5.92675 -3.85266 -2.05350 -0.7139 0.3435 -0.9872
O -6.27161 -4.90637 -3.06991 0.2848 0.2984 0.7683
C -4.99698 -4.69178 -0.67885 1.4107 0.7337 -0.9751
H -3.91482 -3.69686 -3.06884 0.6065 0.6152 -0.7330
H -4.19211 -2.28007 -2.03998 0.4460 0.6560 -0.7360
H -4.88280 -2.28437 -3.81676 -0.1342 -0.1933 0.4300
H -4.34265 -3.98336 -0.17083 -0.2456 0.5073 0.0926
H -4.27033 -5.31922 -1.19500 -0.2779 -0.5794 0.0435
H -5.57499 -5.21082 0.08575 -0.4413 0.0449 -0.5902
C -3.12039 -0.27055 -6.23523 2.0166 0.2505 0.1776
S -1.87196 1.00843 -5.76839 -2.9678 0.9396 0.3090
O -2.35141 2.15034 -6.63614 1.1256 -0.1938 0.4608
C -2.62188 1.33953 -4.06483 0.5704 -0.3147 0.3471
H -2.66635 -0.64906 -7.15102 -0.4565 -0.1948 -0.1319
H -4.05510 0.25757 -6.42373 0.0540 -0.2589 0.3370
H -3.03686 -1.02579 -5.45373 -0.6686 -0.1527 -0.1435
H -3.15589 0.47434 -3.67192 0.0408 -0.1989 -0.3068
H -3.29461 2.19513 -4.00585 0.0606 0.0340 -0.7893
H -1.83617 1.53188 -3.33423 0.2977 0.0471 -0.1907
C 1.08029 4.09490 -8.52329 1.0771 0.3104 0.5270
S 1.08941 2.43417 -7.64440 1.3385 -0.5069 -0.4986
O 2.51230 1.87400 -7.77402 -1.5110 0.8318 0.0301
C 0.99197 2.87934 -5.85397 0.5592 0.0311 -1.5986
H 0.11586 4.58607 -8.65266 -0.1051 -0.4476 0.2733
H 1.59623 4.04548 -9.48217 -0.5140 -1.1097 -0.3249
H 1.79884 4.78955 -8.08824 -0.2540 0.0502 0.9764
H 0.13109 3.54650 -5.81062 0.2549 0.0863 0.7370
H 2.00417 3.24193 -5.67489 -0.2941 0.7871 0.2040
H 0.93868 1.95790 -5.27413 -0.5832 -0.0293 -0.2867
```
Forces are in eV/Å.

## Properties
net charge	0
HOMO-LUMO gap	7.8	eV

---

(3)
The following is a quantum chemistry calculation of a structure of composition C4H10N4O2 at a distorted geometry, from the Open Molecules 2025 dataset.

Geometry as XYZ:
```
20
Properties=species:S:1:pos:R:3:forces:R:3
C -1.07246 0.79948 1.08386 0.1653 -1.1972 1.9394
N 1.57444 0.10829 0.08021 -0.0743 -0.9461 1.0089
C 0.10746 1.54998 -1.42569 -1.5929 -0.1494 1.7853
C 0.70354 -0.78119 0.51542 1.4709 0.9874 -0.8675
C -0.53288 -0.49441 1.17359 -1.2766 1.2445 0.1126
N -0.16293 0.75396 -2.48030 0.0608 -0.0178 -0.3577
N 0.89957 -2.08676 0.05175 -0.1765 0.0207 0.0272
N -1.34657 -1.58455 1.46889 0.0310 -0.0488 -0.0570
O 1.69549 1.22852 0.91904 -0.3386 -0.2676 -0.3644
O 0.84211 2.50971 -1.44353 0.2041 -0.0053 -0.1429
H 2.03658 1.90890 0.31374 -0.1819 -0.1245 0.0187
H -0.73253 -0.06523 -2.37123 0.0179 0.0542 0.0680
H 0.37121 0.85946 -3.33305 -0.0666 0.0101 0.1062
H 0.10386 -2.49685 -0.42246 0.0363 0.0226 0.0396
H 1.75805 -2.18398 -0.47160 -0.0282 0.0914 0.0080
H -2.09349 -1.38374 2.11731 0.1087 -0.0197 -0.0902
H -0.85153 -2.43492 1.70135 -0.0200 0.0900 -0.0949
H -2.11983 0.89979 1.35052 -0.1705 -0.1481 -0.1446
H -0.49301 1.62371 1.47284 0.2846 0.0922 -0.5507
H -0.68710 1.26982 -0.30066 1.5464 0.3115 -2.4440
```
Forces are in eV/Å.

## Properties
net charge	0
HOMO-LUMO gap (spin up / spin down)	7.6 / 7.6	eV

---

(4)
The following is a quantum chemistry calculation of the ion CH4NO3S with charge -1 at a distorted geometry, from the Open Molecules 2025 dataset.

Geometry as XYZ:
```
10
Properties=species:S:1:pos:R:3:forces:R:3
C -1.30108 0.41309 0.24070 -0.5166 0.9246 1.4527
N 0.35771 -1.22687 -0.20824 0.1260 0.2587 1.4986
O 1.37758 1.32697 -0.24590 -0.3506 0.0599 0.3369
O 2.81119 -0.56219 -0.22258 1.3053 -1.1872 -0.3358
O -1.01152 -0.97098 0.21442 0.6096 0.1546 -0.5969
S 1.66434 0.03850 0.42789 -1.2339 0.3674 -0.6474
H -1.23513 0.90839 -0.82299 0.1490 -0.6126 2.2922
H -0.69270 0.88351 1.13242 -0.6845 -0.2552 -2.3967
H -2.33650 0.49167 0.70122 0.6557 -0.2207 -1.0907
H 0.36611 -1.30211 -1.21695 -0.0601 0.5106 -0.5130
```
Forces are in eV/Å.

## Properties
net charge	-1
HOMO-LUMO gap	7.9	eV

---

(5)
The following is a quantum chemistry calculation of the ion C6H10NO with charge -1 at a distorted geometry, from the Open Molecules 2025 dataset.

Geometry as XYZ:
```
18
Properties=species:S:1:pos:R:3:forces:R:3
C 0.62341 -1.24402 -1.11384 0.5257 -0.0066 -0.3667
C 0.18017 -0.31401 -0.02553 -0.3910 -0.3847 2.1230
C 0.40157 -1.14755 1.42911 1.9189 5.1938 -1.2162
C 0.77064 1.15899 -0.12641 -1.1924 -0.4253 -1.1829
C -0.46752 2.06258 -0.11285 1.4663 0.3252 0.6951
C -1.55084 1.23553 -0.10672 0.4976 0.0854 0.1513
N -1.25047 -0.08247 -0.16063 -1.4929 -0.8437 0.0382
O -2.19359 -1.17194 0.06075 1.6050 1.8418 -0.3026
H 1.40349 -2.00221 -0.83968 -0.5993 0.7729 -0.4019
H 0.87319 -0.58962 -1.93467 0.9267 -0.1094 -0.5366
H -0.28620 -1.67031 -1.46745 -0.6345 -1.2284 -0.0133
H 0.01190 -2.09692 1.24427 -0.9774 -1.3346 0.3933
H 0.02627 -0.44145 2.26813 0.1932 -1.7783 -1.2301
H 1.52544 -1.13664 1.47378 -0.8175 -0.4142 0.3340
H 1.26138 1.45272 -1.10866 0.1384 -1.1541 1.0015
H 1.41668 1.33255 0.69996 0.9019 0.3604 0.6393
H -0.16705 3.14000 -0.14277 -1.5120 -0.9338 0.0217
H -2.57847 1.51477 -0.03679 -0.5568 0.0336 -0.1470
```
Forces are in eV/Å.

## Properties
net charge	-1
HOMO-LUMO gap	5.4	eV

---

(6)
The following is a quantum chemistry calculation of the molecule C4H7N3, from the Open Molecules 2025 dataset.

Geometry as XYZ:
```
14
Properties=species:S:1:pos:R:3:forces:R:3
H -1.40830 2.69028 -0.29266 -0.2220 0.0587 0.0968
N -2.42293 2.46539 -0.38012 -0.1904 0.0837 -0.3354
N -2.58034 1.63115 -1.29176 -0.0433 0.4693 0.0931
C -1.42944 1.14829 -1.90602 0.3625 -0.1867 0.3964
C -0.69526 0.36044 -1.27724 -0.2105 -0.1710 0.0197
N -0.06749 -0.55674 -0.61126 -0.2330 -0.0238 -0.2526
C 0.68029 -0.30870 0.62375 0.0923 0.0245 0.1090
C 2.00127 -1.04760 0.56669 0.1102 -0.0441 0.0265
H -0.37955 -1.50629 -0.76226 0.1562 -0.0940 0.0033
H 0.80985 0.77272 0.72901 -0.0028 -0.1960 -0.1217
H 0.06694 -0.64410 1.47004 0.1325 0.0435 -0.1287
H 2.62106 -0.64036 -0.23634 -0.0123 -0.0791 0.1197
H 1.82295 -2.10800 0.35698 0.0961 0.1096 0.0675
H 2.54085 -0.97228 1.51320 -0.0355 0.0054 -0.0937
```
Forces are in eV/Å.

## Properties
net charge	0
HOMO-LUMO gap	9.4	eV

---

Record-wise relative energy (zero: lowest compared OMol25 entry of this formula, charge and spin) values, in kcal/mol: 9.2, 140.6, 83.6, 60.2, 36.2, 99.8